No. 1
This record from OMol25 describes an isolated molecule of C3H7NS2. The level of theory is wB97M-V/def2-TZVPD.

Output
**Max |F|**: 4.87 eV Å⁻¹
**Total charge**: 0
**Energy relative to the best compared isomer or geometry (same formula, charge and spin)**: 282.4 kJ/mol
**Lowest unoccupied orbital energy**: 0.72 eV
**Structure (SMILES)**: N[C@H]1[C@@H](S)[C@H]1S
**Kohn-Sham gap**: 0.337 hartree

Geometry as XYZ:
```
13
Properties=species:S:1:pos:R:3:forces:R:3:nbo_charge:R:1
N 0.4658 1.2679 -1.0512 -2.198 -3.280 2.851 -0.85
C 0.1341 0.8954 0.2930 1.842 -3.828 0.744 -0.03
C -0.7978 -0.3358 0.7892 3.269 2.194 -2.339 -0.40
S -1.9041 -1.0401 -0.3994 -0.503 -1.506 1.326 0.02
C 0.8464 -0.4572 0.7811 -2.465 0.812 -0.927 -0.41
S 1.3082 -1.6515 -0.4640 -1.700 -1.391 0.256 -0.07
H 0.0067 2.0735 -1.1697 -0.927 3.772 -1.924 0.37
H 1.3105 0.9625 -1.4139 1.426 -0.073 -0.862 0.40
H 0.1445 1.7210 0.9631 0.043 0.371 0.818 0.19
H -1.1829 -0.2690 1.7540 -0.786 0.441 1.340 0.23
H -1.8762 -0.2087 -1.4077 0.638 0.885 -0.530 0.14
H 1.5287 -0.5356 1.6479 -1.206 0.320 -0.118 0.24
H 0.0161 -2.4226 -0.3222 2.565 1.282 -0.635 0.16
```
Positions in Å, forces in eV/Å.

No. 2
This record from OMol25 describes an isolated molecule of C14H20N4O5S. The level of theory is wB97M-V/def2-TZVPD.

Output
**Max |F|**: 1.28 eV Å⁻¹
**Total charge**: 0
**Energy relative to the best compared isomer or geometry (same formula, charge and spin)**: 23.6 kJ/mol
**Lowest unoccupied orbital energy**: -1.08 eV
**Structure (SMILES)**: CC[C@@H](C)/C(C)=N/NC(=O)CNS(=O)(=O)c1ccc([N+](=O)[O-])cc1
**Kohn-Sham gap**: 0.295 hartree

Geometry as XYZ:
```
44
Properties=species:S:1:pos:R:3:forces:R:3:nbo_charge:R:1
C 4.7619 -1.5357 0.0419 -0.031 -0.219 -0.062 -0.61
C 4.1729 -2.6331 -0.8357 0.006 0.292 -0.077 -0.39
C 3.1710 -2.0736 -1.8492 0.201 -0.501 0.156 -0.25
C 2.7229 -3.1608 -2.8320 0.067 0.238 0.020 -0.59
C 1.9408 -1.5020 -1.1848 -0.175 0.463 -0.022 0.35
C 1.3077 -0.3230 -1.8376 -0.276 0.104 0.053 -0.72
N 1.5337 -2.1196 -0.1525 0.596 -0.573 0.242 -0.32
N 0.4387 -1.7223 0.5841 -0.396 -0.235 -0.339 -0.45
C 0.1338 -0.4952 1.0484 0.087 0.055 0.480 0.65
O 0.7496 0.5254 0.8109 0.140 0.063 0.030 -0.63
C -1.0551 -0.4947 2.0275 0.292 0.408 -0.059 -0.33
N -2.3184 -0.9405 1.4773 -0.406 0.335 -0.559 -0.85
S -2.7928 -0.2431 0.0240 -0.060 -0.358 0.274 2.31
O -4.0552 -0.8334 -0.2924 -0.222 0.049 0.163 -0.93
O -1.7442 -0.3229 -0.9521 -0.134 0.406 0.193 -0.94
C -3.0124 1.4603 0.5209 0.148 -0.457 -0.122 -0.35
C -1.9498 2.3415 0.4296 0.038 0.000 -0.082 -0.13
C -2.1326 3.6537 0.8317 -0.182 0.246 0.121 -0.19
C -3.3776 4.0448 1.3101 0.203 -1.204 -0.376 0.03
N -3.5731 5.4197 1.7307 -0.050 0.347 0.112 0.53
O -2.6351 6.1752 1.6222 0.263 0.261 -0.017 -0.36
O -4.6622 5.7200 2.1639 -0.317 0.136 0.136 -0.37
C -4.4435 3.1555 1.3963 0.070 0.233 0.034 -0.19
C -4.2527 1.8456 0.9955 -0.055 0.000 0.024 -0.17
H 5.4626 -1.9564 0.7590 0.085 0.043 0.102 0.21
H 5.2908 -0.8022 -0.5635 0.081 0.109 -0.031 0.20
H 3.9741 -1.0246 0.5893 -0.039 0.094 0.108 0.21
H 3.6662 -3.3686 -0.2118 0.025 -0.091 -0.056 0.22
H 4.9773 -3.1357 -1.3772 -0.024 -0.078 -0.034 0.20
H 3.6552 -1.2700 -2.4141 -0.058 0.029 0.042 0.20
H 1.9972 -2.7662 -3.5395 -0.100 -0.032 -0.136 0.21
H 3.5768 -3.5414 -3.3876 0.057 -0.050 -0.077 0.21
H 2.2642 -3.9825 -2.2883 -0.058 -0.097 0.061 0.21
H 1.6120 0.5841 -1.3140 0.040 0.020 -0.051 0.27
H 0.2224 -0.3821 -1.7669 0.115 0.057 -0.051 0.26
H 1.6097 -0.2490 -2.8793 0.034 -0.067 -0.083 0.22
H -0.0290 -2.5228 0.9890 0.142 0.265 -0.010 0.39
H -1.1895 0.5371 2.3645 0.232 -0.156 0.031 0.23
H -0.8140 -1.1098 2.8982 -0.090 0.054 -0.060 0.23
H -2.4357 -1.9408 1.4215 -0.208 -0.190 -0.090 0.40
H -0.9978 1.9953 0.0578 0.126 0.037 -0.018 0.26
H -1.3315 4.3754 0.7825 0.012 -0.012 -0.012 0.26
H -5.3942 3.5032 1.7711 -0.009 -0.023 -0.010 0.26
H -5.0449 1.1156 1.0306 -0.170 -0.003 0.054 0.25
```
Positions in Å, forces in eV/Å.

No. 3
This record from OMol25 describes a structure of composition C8H14MgN3. The level of theory is wB97M-V/def2-TZVPD.

Output
**Max |F|**: 2.98 eV Å⁻¹
**Total charge**: -1
**Lowest unoccupied orbital energy (spin up / spin down)**: 2.93 / 2.97 eV
**Kohn-Sham gap (spin up / spin down)**: 0.120 / 0.122 hartree

Geometry as XYZ:
```
26
Properties=species:S:1:pos:R:3:forces:R:3:nbo_charge:R:1
C -2.0440 -2.0816 -3.1600 0.326 0.269 0.542 -1.39
Mg -1.0022 -0.7808 -1.6096 0.134 -0.564 -0.451 1.26
N 0.3565 -0.0203 -3.0155 1.030 0.672 -0.465 -1.19
H -2.3633 -0.8925 -0.4124 -1.156 0.432 0.384 -0.27
H -2.7495 -0.2091 -0.7968 0.786 -0.437 0.305 -0.18
H -3.0525 -2.3529 -2.8349 -0.074 -0.046 0.099 0.19
H -1.5619 -3.0089 -3.4897 0.071 -0.031 -0.029 0.18
H -2.1806 -1.4513 -4.0477 0.075 -0.021 -0.035 0.18
H 1.3078 -0.3107 -2.7762 -0.004 0.032 0.162 0.37
H 0.3571 0.9908 -2.8789 -0.010 0.014 0.043 0.38
H 0.2807 -0.1535 -4.0238 -0.394 -0.177 0.236 0.39
N 2.5132 -0.2210 1.1700 -0.597 1.775 2.314 -0.57
C 1.9074 -0.7634 0.1070 0.772 -1.292 -1.916 0.01
N 0.6121 -0.4213 0.0592 -2.082 0.570 -0.403 -0.71
C 0.3746 0.4065 1.1698 0.209 -1.203 -1.248 0.10
C -0.7957 0.9863 1.6898 -1.144 -0.409 -1.436 -0.36
C -0.7888 1.6694 2.8985 -0.691 0.492 0.236 -0.21
C 0.3556 1.8084 3.6277 -0.255 -0.002 -0.332 -0.29
C 1.5161 1.2375 3.0862 2.122 -0.245 0.273 -0.36
C 1.5589 0.5437 1.8682 0.439 0.149 1.189 0.17
H 3.4814 -0.3695 1.3185 0.472 0.268 0.586 0.39
H 2.5934 -1.3339 -0.5408 -1.256 0.187 -0.167 0.17
H -1.7022 0.8726 1.0895 0.129 0.146 0.354 0.21
H -1.6638 2.1671 3.3263 -0.119 -0.393 -0.539 0.19
H 0.2506 2.3813 4.5493 0.759 -0.285 -0.103 0.20
H 2.4395 1.3072 3.6263 0.458 0.100 0.404 0.18
```
Positions in Å, forces in eV/Å.

No. 4
This record from OMol25 describes a cluster of 3 separate species, C6H7N in total. The level of theory is wB97M-V/def2-TZVPD.

Output
**Max |F|**: 1.12 eV Å⁻¹
**Total charge**: 0
**Energy relative to the best compared isomer or geometry (same formula, charge and spin)**: 356.0 kJ/mol
**Lowest unoccupied orbital energy**: 0.84 eV
**Kohn-Sham gap**: 0.399 hartree

Geometry as XYZ:
```
14
Properties=species:S:1:pos:R:3:forces:R:3:nbo_charge:R:1
N -0.6135 3.2211 -0.0450 0.198 -1.065 0.263 -0.31
C -0.4003 2.1152 0.2164 -0.176 0.911 -0.264 0.30
C -0.1224 0.7218 0.5713 -0.001 -0.024 -0.081 -0.40
C 1.1319 0.1149 -0.0327 0.075 -0.056 0.140 -0.24
C 0.9485 -1.2748 0.0433 -0.021 0.066 -0.075 -0.23
C -0.4175 -1.5376 0.1031 -0.016 0.071 -0.071 -0.23
C -1.1090 -0.3161 0.0646 -0.033 -0.075 0.147 -0.24
H -0.0592 0.6373 1.6651 -0.004 0.007 -0.102 0.28
H 0.3460 0.3223 -1.3928 -0.114 -0.024 0.013 0.06
H 2.0916 0.6219 -0.0155 -0.141 -0.085 -0.002 0.24
H 1.7286 -2.0133 -0.1047 -0.123 0.119 0.029 0.23
H -0.8780 -2.5149 0.0107 0.071 0.156 0.016 0.23
H -0.5743 0.1456 -1.3520 0.120 0.018 0.002 0.06
H -2.1833 -0.2029 0.1712 0.164 -0.019 -0.014 0.24
```
Positions in Å, forces in eV/Å.

No. 5
This record from OMol25 describes an isolated molecule of C22H22ClN3O4S. The level of theory is wB97M-V/def2-TZVPD.

Output
**Max |F|**: 1.39 eV Å⁻¹
**Total charge**: 0
**Energy relative to the best compared isomer or geometry (same formula, charge and spin)**: 0.0 kJ/mol
**Lowest unoccupied orbital energy**: -0.11 eV
**Structure (SMILES)**: CS(=O)(=O)N1CCN(c2ccc(NC(=O)c3ccc(-c4ccc(Cl)cc4)o3)cc2)CC1
**Kohn-Sham gap**: 0.274 hartree

Geometry as XYZ:
```
53
Properties=species:S:1:pos:R:3:forces:R:3:nbo_charge:R:1
C -6.5542 -0.2020 -2.5475 -0.303 0.500 0.877 -0.88
S -7.1773 0.6696 -1.0786 0.128 -0.161 -0.304 2.33
O -7.5406 1.9971 -1.4710 0.234 0.113 -0.173 -0.94
O -8.1536 -0.1651 -0.4483 0.117 -0.300 0.024 -0.94
N -5.8984 0.8002 -0.0370 -0.784 -0.006 -0.450 -0.69
C -5.4338 -0.4026 0.6091 0.042 -0.509 0.422 -0.25
C -4.6625 0.0094 1.8715 -0.110 -0.170 -0.198 -0.22
N -3.5847 0.9241 1.5655 -0.228 0.137 0.333 -0.45
C -2.3273 0.4418 1.2128 0.397 -0.200 0.002 0.24
C -2.0533 -0.9161 1.0240 -0.222 0.300 0.039 -0.29
C -0.7796 -1.3679 0.7402 0.284 -0.083 -0.042 -0.21
C 0.2776 -0.4724 0.6302 -0.506 -0.057 0.084 0.11
N 1.5860 -0.8657 0.3401 0.416 0.235 -0.024 -0.58
C 2.0623 -2.1107 0.0563 -0.069 0.350 0.048 0.61
O 1.3970 -3.1271 -0.0083 0.106 -0.019 -0.007 -0.60
C 3.5149 -2.1219 -0.1796 0.487 -1.272 -0.296 0.21
C 4.3348 -3.1786 -0.4916 -0.816 0.627 0.237 -0.25
C 5.6314 -2.6517 -0.6087 0.073 0.865 0.136 -0.28
C 5.5321 -1.3001 -0.3612 0.257 -1.093 -0.231 0.26
C 6.5319 -0.2529 -0.3408 0.088 0.530 0.077 -0.02
C 7.8737 -0.5352 -0.6084 -0.296 0.043 0.055 -0.19
C 8.8221 0.4666 -0.5876 0.031 0.124 0.017 -0.23
C 8.4392 1.7685 -0.2980 -0.205 -0.172 0.004 -0.03
Cl 9.6254 3.0227 -0.2721 0.134 0.137 0.002 0.01
C 7.1128 2.0713 -0.0289 0.200 0.058 -0.023 -0.23
C 6.1692 1.0649 -0.0512 0.011 -0.271 -0.049 -0.19
O 4.2432 -0.9815 -0.1010 0.024 0.293 0.049 -0.42
C 0.0231 0.8832 0.8302 0.011 -0.194 -0.080 -0.21
C -1.2472 1.3288 1.1192 -0.064 -0.029 -0.057 -0.27
C -4.1011 2.1098 0.9131 -0.130 0.020 -0.381 -0.21
C -4.8478 1.7267 -0.3741 0.345 0.615 -0.077 -0.25
H -6.2144 -1.1831 -2.2443 0.088 -0.188 0.054 0.24
H -7.3816 -0.2853 -3.2391 -0.180 0.011 -0.089 0.26
H -5.7565 0.3861 -2.9805 0.171 0.101 -0.082 0.24
H -6.3143 -0.9949 0.8574 0.152 -0.118 0.090 0.24
H -4.7758 -0.9797 -0.0592 -0.039 0.000 0.052 0.18
H -4.2750 -0.8619 2.3978 -0.055 0.025 -0.004 0.22
H -5.3541 0.5360 2.5366 -0.009 -0.103 -0.006 0.21
H -2.8392 -1.6510 1.0913 -0.094 -0.045 -0.003 0.21
H -0.6009 -2.4197 0.5933 -0.002 -0.029 -0.003 0.26
H 2.2668 -0.1178 0.3410 -0.056 -0.196 -0.015 0.41
H 4.0238 -4.1950 -0.6156 -0.142 -0.190 -0.009 0.25
H 6.5201 -3.1994 -0.8442 0.234 -0.044 -0.044 0.23
H 8.1749 -1.5453 -0.8339 0.059 -0.122 -0.032 0.22
H 9.8570 0.2443 -0.7947 0.090 0.000 -0.015 0.23
H 6.8264 3.0867 0.1956 0.001 0.090 0.016 0.23
H 5.1363 1.2959 0.1582 -0.070 0.040 0.018 0.22
H 0.8347 1.5952 0.7684 0.079 0.085 -0.001 0.20
H -1.3961 2.3821 1.2986 -0.015 0.084 0.044 0.21
H -3.2956 2.8000 0.6727 -0.075 0.000 0.036 0.21
H -4.8002 2.6005 1.5961 0.038 0.067 -0.061 0.21
H -5.3208 2.5952 -0.8317 0.201 0.065 0.003 0.24
H -4.1310 1.2781 -1.0822 -0.030 0.057 0.034 0.18
```
Positions in Å, forces in eV/Å.

No. 6
This record from OMol25 describes an isolated molecule of C17H26N4O2S. The level of theory is wB97M-V/def2-TZVPD.

Output
**Max |F|**: 0.81 eV Å⁻¹
**Total charge**: 0
**Energy relative to the best compared isomer or geometry (same formula, charge and spin)**: 276.4 kJ/mol
**Lowest unoccupied orbital energy**: 0.65 eV
**Structure (SMILES)**: COCC/N=C1\NN=C(c2cc(C)n(C[C@H]3CCCO3)c2C)CS1
**Kohn-Sham gap**: 0.302 hartree

Geometry as XYZ:
```
50
Properties=species:S:1:pos:R:3:forces:R:3:nbo_charge:R:1
C 6.2206 5.7675 4.3165 0.021 0.033 -0.002 -0.24
O 5.4161 4.6332 4.1319 -0.141 -0.199 -0.022 -0.54
C 5.0394 4.4434 2.7868 -0.105 -0.139 -0.013 -0.05
C 4.1837 3.1836 2.6937 0.000 0.120 0.231 -0.27
N 3.8156 2.9862 1.3200 0.142 0.125 -0.376 -0.51
C 3.0699 2.0334 0.9503 0.131 0.284 -0.320 0.28
N 2.5166 1.0613 1.7517 0.577 0.045 0.563 -0.47
N 1.4705 0.2428 1.4425 -0.722 -0.364 -0.011 -0.24
C 1.3419 -0.1847 0.2445 0.476 0.514 -0.087 0.23
C 0.2218 -1.0465 -0.0670 -0.514 -0.440 -0.229 -0.17
C -0.2979 -2.0328 0.8127 -0.105 -0.021 -0.195 -0.26
C -1.3135 -2.6740 0.1661 0.057 -0.150 0.436 0.15
C -2.1710 -3.7962 0.6305 -0.044 0.039 -0.101 -0.65
N -1.4487 -2.1079 -1.0765 0.185 -0.062 0.133 -0.34
C -2.4241 -2.4837 -2.0619 -0.565 0.275 -0.082 -0.23
C -3.7590 -1.7202 -1.9128 0.363 0.092 -0.330 0.09
C -4.5686 -1.7145 -3.2227 -0.061 -0.054 0.249 -0.43
C -5.9997 -1.9535 -2.7464 0.124 -0.086 0.185 -0.43
C -5.7532 -2.8358 -1.5259 -0.320 -0.117 -0.189 -0.06
O -4.5856 -2.3175 -0.9216 0.127 0.098 0.184 -0.53
C -0.5277 -1.1089 -1.2279 0.465 0.371 0.173 0.17
C -0.4961 -0.2409 -2.4401 0.039 -0.189 0.002 -0.66
C 2.3656 0.1462 -0.8018 0.170 0.651 0.265 -0.59
S 2.6771 1.9538 -0.7693 -0.117 -0.377 -0.096 0.26
H 6.4509 5.8179 5.3789 0.053 0.088 -0.030 0.19
H 7.1532 5.6923 3.7427 -0.013 0.018 0.032 0.16
H 5.6964 6.6822 4.0115 0.028 -0.009 0.025 0.16
H 4.4648 5.3057 2.4185 0.045 -0.064 0.003 0.17
H 5.9266 4.3296 2.1471 -0.078 0.008 0.023 0.17
H 4.7655 2.3365 3.0816 -0.041 0.009 0.022 0.19
H 3.3036 3.3099 3.3415 0.038 -0.011 0.065 0.18
H 2.5364 1.2668 2.7443 -0.005 -0.048 -0.270 0.40
H 0.0699 -2.2340 1.7975 0.033 -0.104 0.250 0.23
H -1.9835 -4.7022 0.0510 -0.046 -0.109 0.010 0.21
H -1.9499 -4.0063 1.6728 0.025 -0.044 0.054 0.23
H -3.2235 -3.5345 0.5362 -0.044 -0.110 0.052 0.24
H -2.0105 -2.2885 -3.0544 -0.022 -0.081 0.073 0.21
H -2.6272 -3.5536 -1.9713 0.012 0.055 -0.111 0.22
H -3.5428 -0.6999 -1.5693 0.031 -0.117 -0.085 0.19
H -4.4524 -0.7819 -3.7697 0.068 0.000 -0.063 0.22
H -4.2457 -2.5386 -3.8613 0.031 -0.014 -0.073 0.20
H -6.6247 -2.4354 -3.4939 -0.066 0.011 -0.037 0.22
H -6.4624 -1.0153 -2.4402 -0.052 0.004 -0.003 0.21
H -6.5532 -2.8015 -0.7852 0.021 -0.055 -0.060 0.20
H -5.5929 -3.8811 -1.8312 -0.056 0.065 0.031 0.16
H 0.0129 -0.7313 -3.2733 -0.005 0.050 -0.122 0.22
H 0.0217 0.6882 -2.2185 -0.012 0.079 -0.026 0.24
H -1.5055 0.0088 -2.7632 -0.029 0.104 -0.076 0.22
H 2.0661 -0.1236 -1.8079 -0.010 -0.066 0.009 0.24
H 3.3123 -0.3440 -0.5578 -0.088 -0.106 -0.062 0.24
```
Positions in Å, forces in eV/Å.